Version a
ORCA calculation (ωB97M-V with the def2-TZVPD basis set) on a 2-piece molecular cluster, C2H3FOS overall.

Results
- SMILES: C=CF.O=S
- Multiplicity: 1
- Molecular weight: 94.1 u
- HOMO-LUMO gap: 6.575 eV
- Lowest unoccupied orbital energy: -1.9 eV

Geometry (Å):
C: 0.6742 -0.5609 0.0341
C: 1.3683 0.5396 -0.1881
H: 0.7668 -1.4892 -0.5243
H: 2.0986 0.5659 -0.9832
H: 1.2194 1.4284 0.4153
O: -3.2504 0.6481 0.4975
F: -0.2494 -0.6445 1.0056
S: -2.6275 -0.4874 -0.2569

---

Version b
ORCA calculation (ωB97M-V with the def2-TZVPD basis set) on a 2-piece molecular cluster, C2H3FOS overall.

Results
- Multiplicity: 1
- Molecular weight: 94.1 u
- HOMO-LUMO gap (alpha / beta): 8.005 / 6.773 eV
- Lowest unoccupied orbital energy (alpha / beta): -1.3 / -2.0 eV

Geometry (Å):
C: 2.7246 2.9215 -0.6461
C: 0.3170 -0.3181 0.8974
O: 3.4117 2.4080 -1.4699
F: 2.4243 4.2237 -0.4112
S: 0.3295 1.4935 1.0522
H: -0.4983 -0.3263 0.1335
H: -0.0204 -0.6999 1.8660
H: 1.1603 -0.9949 0.4661

---

What is the stability order? It is version a, version b, from most stable to least stable.

---

Version a
ORCA calculation (ωB97M-V with the def2-TZVPD basis set) on one molecule with the formula C3H8S.

Results
- SMILES: CCCS
- Multiplicity: 1
- Molecular weight: 76.2 u
- HOMO-LUMO gap: 9.954 eV
- Lowest unoccupied orbital energy: 1.0 eV

Geometry (Å):
C: -1.5617 -0.4439 0.2268
C: -0.0044 -0.5105 0.1483
C: 0.6444 0.9615 -0.2014
S: 2.2598 0.9439 -0.8665
H: -1.8743 -1.2676 0.8256
H: -1.8228 -0.5616 -0.7696
H: -1.8043 0.5736 0.6040
H: 0.4503 -0.7917 1.0931
H: 0.3977 -1.4335 -0.4263
H: 0.6564 1.4265 0.7910
H: -0.0663 1.4528 -0.8507
H: 2.7250 -0.3496 -0.5741

---

Version b
ORCA calculation (ωB97M-V with the def2-TZVPD basis set) on a 2-piece molecular cluster, C3H8S overall.

Results
- SMILES: C=C.CS
- Multiplicity: 1
- Molecular weight: 76.2 u
- HOMO-LUMO gap: 10.107 eV
- Lowest unoccupied orbital energy: 1.0 eV

Geometry (Å):
C: 1.9241 2.0059 0.3896
S: 1.3800 0.2757 -0.1325
H: 1.2718 2.3480 1.2018
H: 3.1233 2.0600 0.2983
H: 1.5756 2.4198 -0.5485
H: 0.6216 0.5576 -1.1030
C: -2.2749 -1.9520 -0.4380
C: -2.7519 -0.9575 0.3813
H: -2.9125 -2.8284 -0.7637
H: -1.2214 -2.2808 -0.6769
H: -3.8259 -0.8620 0.6591
H: -2.0973 -0.4039 1.0551

---

What is the stability order? It is version a, version b, from most stable to least stable.

---

Version a
ORCA calculation (ωB97M-V with the def2-TZVPD basis set) on a 2-piece molecular cluster, C2H4FP overall.

Results
- SMILES: CC#P.F
- Multiplicity: 1
- Molecular weight: 78.0 u
- HOMO-LUMO gap: 10.114 eV
- Lowest unoccupied orbital energy: 0.6 eV

Geometry (Å):
C: 0.5394 0.6212 0.4615
C: 0.3346 -0.8217 0.5539
F: -1.4276 0.4310 -1.2047
P: 0.7908 2.1203 0.2514
H: -0.7336 -0.9016 0.1413
H: 0.5760 -1.2905 1.5412
H: 0.9607 -1.3847 -0.1744
H: -1.0403 1.2261 -1.5702

---

Version b
ORCA calculation (ωB97M-V with the def2-TZVPD basis set) on a 2-piece molecular cluster, C2H4FP overall.

Results
- SMILES: CC#P.F
- Multiplicity: 1
- Molecular weight: 78.0 u
- HOMO-LUMO gap: 10.326 eV
- Lowest unoccupied orbital energy: 0.4 eV

Geometry (Å):
C: -0.6338 0.5290 -0.0677
C: 0.8395 0.5543 -0.1722
F: -0.6102 -2.0079 0.2080
P: -2.1625 0.8355 -0.0568
H: 1.3383 1.1455 0.5717
H: 1.2580 0.7127 -1.1273
H: 1.0891 -0.4715 0.1009
H: -1.1184 -1.2977 0.5433

---

What is the stability order? It is version b, version a, from most stable to least stable.